DFT (ωB97M-V/def2-TZVPD) results for a cluster of 6 separate species, C42H83BrF5N3O7PS in total in a non-equilibrium geometry.

Properties
- Molar mass: 980.07 g/mol
- Total charge: -1
- Highest occupied orbital energy: -4.905 eV
- Orbital gap: 7.211 eV

Element x y z (Å)
C  -1.04  2.31  2.51
C  -0.08  1.37  1.63
C  -0.48  1.46  0.12
Br  -2.10  0.24  0.10
P  0.83  1.00  -1.24
C  1.80  0.46  -2.80
C  0.91  -0.20  -3.96
C  0.96  0.62  -5.33
N  1.38  -0.31  -6.42
C  -0.04  2.33  -2.39
C  -1.49  1.96  -2.88
C  -2.64  2.89  -2.28
C  -4.05  2.62  -2.94
C  -4.55  1.14  -2.79
C  -5.97  1.00  -2.11
C  -6.38  -0.55  -2.12
C  -5.47  -1.42  -1.19
O  -5.69  -1.18  0.21
C  -4.87  -2.11  0.96
C  1.68  -0.35  -0.15
C  0.90  -1.71  0.01
S  1.91  -3.13  -0.71
C  0.91  -3.77  -2.08
N  1.27  -4.30  -3.29
N  0.09  -4.63  -3.86
C  -1.00  -4.36  -3.11
O  -0.45  -3.80  -1.97
C  2.07  2.40  -0.76
F  2.45  3.26  -1.84
F  1.55  3.40  0.14
C  3.46  1.97  -0.19
C  4.54  1.43  -1.03
C  5.81  1.00  -0.42
C  6.07  1.09  1.02
C  5.00  1.65  1.84
C  5.11  1.78  3.40
F  4.42  0.68  3.93
F  4.45  2.88  3.86
F  6.39  1.67  3.86
C  3.75  2.07  1.24
H  -1.92  1.68  2.79
H  -1.33  3.25  1.96
H  -0.43  2.64  3.42
H  -0.25  0.32  2.02
H  0.97  1.64  1.89
H  -0.94  2.47  -0.04
H  -0.14  -0.02  -1.63
H  2.59  -0.35  -2.64
H  2.37  1.26  -3.34
H  -0.16  -0.34  -3.70
H  1.30  -1.22  -4.23
H  -0.09  0.92  -5.57
H  1.63  1.52  -5.31
H  1.51  0.19  -7.31
H  2.28  -0.75  -6.21
H  -0.10  3.34  -1.91
H  0.54  2.50  -3.34
H  -1.57  2.16  -4.00
H  -1.77  0.88  -2.78
H  -2.77  2.77  -1.18
H  -2.35  3.94  -2.54
H  -4.80  3.30  -2.44
H  -4.05  2.89  -4.03
H  -4.61  0.60  -3.78
H  -3.84  0.54  -2.16
H  -5.98  1.31  -1.04
H  -6.76  1.54  -2.72
H  -7.46  -0.72  -1.90
H  -6.19  -0.91  -3.18
H  -4.38  -1.36  -1.47
H  -5.77  -2.50  -1.38
H  -4.20  -2.71  0.26
H  -4.18  -1.57  1.66
H  -5.50  -2.84  1.54
H  1.96  -0.03  0.89
H  2.69  -0.67  -0.54
H  0.81  -1.97  1.10
H  -0.10  -1.80  -0.48
H  -2.06  -4.55  -3.33
H  4.42  1.30  -2.12
H  6.62  0.56  -1.05
H  7.02  0.74  1.48
H  2.96  2.49  1.91
C  1.42  6.84  1.89
C  1.98  6.13  3.12
C  3.49  6.23  3.17
O  1.59  4.76  3.09
H  1.80  6.39  0.97
H  0.33  6.75  1.86
H  1.68  7.90  1.90
H  1.54  6.56  4.02
H  3.94  5.76  2.30
H  3.88  5.70  4.05
H  3.82  7.27  3.22
H  1.97  4.36  2.29
C  0.45  -6.65  0.83
C  0.60  -6.18  2.26
C  1.81  -6.82  2.93
O  -0.58  -6.51  3.00
H  0.30  -7.74  0.79
H  -0.43  -6.20  0.37
H  1.33  -6.40  0.24
H  0.70  -5.10  2.28
H  1.70  -7.91  2.97
H  1.90  -6.48  3.97
H  2.73  -6.57  2.40
H  -0.68  -7.47  2.99
C  -0.31  -2.36  5.94
C  -0.15  -2.66  4.45
C  1.21  -3.26  4.15
O  -0.33  -1.46  3.70
H  0.44  -1.63  6.26
H  -1.29  -1.92  6.14
H  -0.20  -3.26  6.54
H  -0.94  -3.36  4.14
H  2.01  -2.56  4.41
H  1.31  -3.46  3.08
H  1.36  -4.19  4.70
H  0.36  -0.84  3.97
C  0.95  2.81  5.85
C  -0.29  2.95  6.72
C  -0.37  4.33  7.35
O  -0.26  1.96  7.75
H  1.86  2.95  6.45
H  1.01  1.81  5.42
H  0.95  3.55  5.04
H  -1.18  2.76  6.12
H  0.49  4.52  7.99
H  -1.26  4.41  7.98
H  -0.41  5.11  6.58
H  0.53  2.11  8.29
C  -2.05  -3.18  -9.29
C  -1.90  -2.69  -7.86
C  -0.69  -3.31  -7.18
O  -3.08  -3.02  -7.12
H  -2.19  -4.26  -9.32
H  -2.93  -2.73  -9.76
H  -1.17  -2.92  -9.89
H  -1.81  -1.60  -7.85
H  -0.78  -4.40  -7.14
H  -0.60  -2.96  -6.15
H  0.23  -3.06  -7.72
H  -3.17  -3.98  -7.12